Entry from the Open Molecules 2025 dataset: C10H24Hg2O12S3 as an isolated structure in a non-equilibrium geometry (ωB97M-V/def2-TZVPD).

The geometry in XYZ format:
```
51
Properties=species:S:1:pos:R:3:nbo_charge:R:1
Hg -5.71375 -12.12626 -22.66258 0.90
Hg -1.78891 -10.49131 -21.29366 1.63
C -3.72577 -10.46554 -23.40345 0.93
O -4.48157 -11.12468 -24.13848 -0.83
O -4.07207 -10.52566 -22.23394 -0.88
O -2.54452 -10.17167 -23.61862 -0.85
O -0.90074 -8.42066 -21.75559 -1.02
S -1.03791 -7.29261 -22.66417 2.32
O -2.34584 -6.61624 -22.89046 -0.86
O 0.10364 -6.15573 -22.23007 -0.68
C 0.20289 -5.03761 -23.03735 -0.09
C 0.22703 -3.81484 -22.11429 -0.63
C -0.33966 -7.62980 -24.31306 -0.87
H -0.59837 -5.05475 -23.77613 0.20
H 1.11271 -5.14112 -23.62863 0.18
H 0.67551 -2.96074 -22.62170 0.23
H 0.78476 -4.05581 -21.20931 0.23
H -0.78060 -3.43662 -21.94188 0.23
H 0.73866 -7.50320 -24.40956 0.27
H -0.75886 -6.84934 -24.94808 0.28
H -0.67591 -8.61553 -24.63456 0.27
O -2.74580 -8.50759 -29.14032 -0.90
S -2.44848 -7.63527 -28.01166 2.33
O -1.07058 -7.16643 -27.84879 -0.91
O -3.43097 -6.31033 -27.97035 -0.71
C -4.85791 -6.47016 -27.99588 -0.08
C -5.58850 -5.81655 -26.82193 -0.63
C -2.98027 -8.45108 -26.48324 -0.93
H -5.05833 -7.54029 -27.94349 0.19
H -5.33593 -5.88594 -28.78218 0.21
H -6.67475 -5.90678 -26.82529 0.23
H -5.36363 -4.75026 -26.84589 0.22
H -5.19720 -6.13730 -25.85648 0.20
H -3.02756 -7.87807 -25.55721 0.25
H -2.30571 -9.28727 -26.29927 0.26
H -3.87497 -9.07051 -26.54590 0.27
O -3.93442 -13.63966 -22.35406 -0.95
S -2.45917 -13.67908 -22.62002 2.28
O -1.58664 -12.59356 -22.14243 -1.00
O -1.79640 -15.16230 -22.25235 -0.67
C -2.33942 -16.31940 -22.89128 -0.08
C -1.83570 -17.59075 -22.15165 -0.61
C -2.20195 -13.79057 -24.54450 -0.78
H -2.20573 -16.29037 -23.97265 0.19
H -3.42125 -16.28696 -22.76207 0.19
H -2.36930 -18.38831 -22.66863 0.24
H -2.22263 -17.43744 -21.14423 0.22
H -0.74865 -17.66989 -22.13879 0.23
H -3.03268 -14.39204 -24.91358 0.25
H -1.20697 -14.19247 -24.73581 0.25
H -2.21333 -12.76828 -24.92250 0.28
```

Output
E_HOMO (alpha / beta): -10.99 / -12.15 eV
charge: +1
multiplicity: 2
E_LUMO (alpha / beta): -6.5778 / -6.5584 eV
frontier orbital gap (alpha / beta): 0.1622 / 0.2055 Eh

Entry from the Open Molecules 2025 dataset: a 4-piece molecular cluster, C4H16O4 overall in a non-equilibrium geometry (ωB97M-V/def2-TZVPD).

The geometry in XYZ format:
```
24
Properties=species:S:1:pos:R:3:nbo_charge:R:1
C 0.43636 1.39195 -1.26538 -0.05
O -0.25499 0.89919 -2.36751 -0.74
C 0.24552 0.58135 0.05367 -0.45
C 0.74430 1.51245 1.13598 -0.39
C 0.48376 0.89042 2.60895 -0.61
H 1.59718 1.39505 -1.30788 0.15
H 0.13584 2.47530 -1.25590 0.18
H 0.23976 0.12681 -2.68712 0.49
H 0.92988 -0.30849 0.04148 0.18
H -0.81546 0.27540 0.16783 0.22
H 0.24265 2.52453 1.08662 0.21
H 1.89122 1.65595 1.14403 0.20
H -0.59338 0.51546 2.62040 0.19
H 0.61639 1.65392 3.37401 0.22
H 1.11961 0.08127 2.80939 0.19
H 1.29428 -1.71886 -1.34302 0.47
H 0.17076 -1.68051 -2.27041 0.49
O 1.06530 -1.45273 -2.25864 -0.95
H -1.67632 -2.30370 1.32028 0.47
H -0.74620 -1.16793 1.73078 0.49
O -1.54858 -1.41168 1.23915 -0.95
H -1.82506 -1.46970 -0.88621 0.51
H -2.21171 -2.51187 -1.95268 0.47
O -1.54113 -1.95359 -1.73783 -0.97
```

Output
E_HOMO: -9.37 eV
relative energy (zero: lowest compared OMol25 entry of this formula, charge and spin): 142.4 kJ/mol
E_LUMO: 0.3460 eV
frontier orbital gap: 0.3572 Eh

Entry from the Open Molecules 2025 dataset: one molecule with the formula C3H13N4O2PS2 in a non-equilibrium geometry (ωB97M-V/def2-TZVPD).

The geometry in XYZ format:
```
25
Properties=species:S:1:pos:R:3:nbo_charge:R:1
C -2.60856 -1.41762 -0.55268 -0.64
C 1.28266 1.35236 1.77817 -0.46
C -1.99710 -0.73126 0.75179 -0.26
N 1.13375 -1.66889 -0.71377 -1.19
N 2.35321 0.38347 -1.77675 -1.17
N -1.74221 0.67289 0.59190 -0.91
N 0.80538 0.56165 0.62151 -1.03
O -0.35512 0.66787 -1.55338 -1.00
O -0.50173 2.61722 -0.20218 -0.94
P 2.09980 -0.36201 -0.27348 1.75
S 3.62766 -0.51242 0.84274 -0.52
S -0.46267 1.23963 -0.24449 2.51
H -2.13625 -0.90492 -1.40994 0.23
H -2.21055 -2.42379 -0.52678 0.22
H -3.76764 -1.47491 -0.58047 0.22
H 0.60821 1.18473 2.65457 0.20
H 2.40028 1.04475 1.91060 0.25
H 1.26017 2.43139 1.59571 0.21
H -2.54373 -1.01266 1.79257 0.22
H -0.92391 -1.03600 1.05207 0.24
H 1.40687 -2.36278 -1.31968 0.40
H 0.29281 -1.13975 -1.21213 0.41
H 1.50097 0.19291 -2.24047 0.41
H 2.82076 1.24568 -1.81599 0.41
H -2.34306 1.45246 0.83055 0.43
```

Output
E_HOMO: -9.18 eV
relative energy (zero: lowest compared OMol25 entry of this formula, charge and spin): 0.0 kJ/mol
E_LUMO: 0.6069 eV
frontier orbital gap: 0.3596 Eh

Entry from the Open Molecules 2025 dataset: C3H6O3S2 as an isolated structure in a non-equilibrium geometry (ωB97M-V/def2-TZVPD).

The geometry in XYZ format:
```
14
Properties=species:S:1:pos:R:3:nbo_charge:R:1
C -0.52996 -0.03950 -0.07211 -0.51
C 0.56145 -1.14727 0.12717 -0.64
C -0.01356 1.10635 -0.84387 0.01
O 2.07197 0.71075 1.18839 -1.00
O 3.28341 -0.95281 -0.04815 -0.91
O 1.73633 0.68505 -1.15123 -0.79
S 0.22369 2.74524 -0.05006 0.02
S 2.09005 -0.19392 0.08761 2.39
H -1.33291 -0.50657 -0.65194 0.24
H -0.74133 0.31364 0.88594 0.25
H 0.46074 -1.81219 0.90061 0.25
H 0.76078 -1.83027 -0.64429 0.24
H -0.57259 1.24117 -1.85867 0.26
H 1.01511 2.48642 1.00202 0.19
```

Output
E_HOMO: -9.93 eV
relative energy (zero: lowest compared OMol25 entry of this formula, charge and spin): 155.4 kJ/mol
E_LUMO: -0.0370 eV
frontier orbital gap: 0.3636 Eh

Entry from the Open Molecules 2025 dataset: C3H5Li2O4 as an isolated structure in a non-equilibrium geometry (ωB97M-V/def2-TZVPD).

The geometry in XYZ format:
```
14
Properties=species:S:1:pos:R:3:nbo_charge:R:1
O -0.00678 -0.26563 0.95568 -0.56
O 1.92672 0.65171 1.22334 -0.91
C 0.71709 0.88749 0.92889 0.95
O 0.48755 1.74119 0.05846 -0.76
C -1.39829 -0.24964 0.64862 -0.07
C -1.65684 -0.60970 -0.79809 -0.64
H -1.80839 -1.02273 1.31120 0.18
H -1.82676 0.73086 0.89004 0.20
H -1.11601 -1.52430 -1.07581 0.20
H -2.72206 -0.83961 -0.93904 0.21
H -1.45030 0.24288 -1.45885 0.23
O 3.50390 -0.24898 -1.20536 -0.94
Li 2.41520 -0.96002 0.15363 0.95
Li 2.93497 1.46647 -0.69270 0.95
```

Output
E_HOMO (alpha / beta): -9.35 / -9.33 eV
relative energy (zero: lowest compared OMol25 entry of this formula, charge and spin): 67.2 kJ/mol
multiplicity: 2
E_LUMO (alpha / beta): -0.0181 / -0.7734 eV
frontier orbital gap (alpha / beta): 0.3428 / 0.3145 Eh

Entry from the Open Molecules 2025 dataset: a 2-piece molecular cluster, C5H10FN4 overall in a non-equilibrium geometry (ωB97M-V/def2-TZVPD).

The geometry in XYZ format:
```
20
Properties=species:S:1:pos:R:3:nbo_charge:R:1
C -0.38761 -0.77057 0.94677 0.16
C 0.36443 0.21652 1.89457 -0.24
C -1.96894 -1.96594 0.17451 -0.09
C 1.26432 1.19224 -0.13983 -0.26
C -0.33485 -0.55176 -0.44795 0.34
N -1.33369 -1.54084 1.39459 -0.26
N -1.32316 -1.35896 -0.98772 -0.57
N 0.39193 0.41326 -0.90442 -0.45
N 0.74777 1.50855 1.12869 -0.52
F 2.19913 1.13212 -3.00959 -0.58
H -0.28166 0.55599 2.64313 0.23
H 1.25147 -0.23346 2.48233 0.26
H -1.76130 -3.02881 0.18859 0.23
H -3.02402 -1.78611 0.23635 0.23
H 2.73984 1.00083 -3.82674 0.59
H 1.78422 1.97315 -0.72841 0.23
H -1.69081 -1.47339 -1.90825 0.44
H 0.21514 0.53794 -1.96385 0.45
H -0.25117 2.05283 1.08845 0.36
H 1.39896 2.12640 1.73877 0.48
```

Output
E_HOMO (alpha / beta): -10.58 / -10.57 eV
relative energy (zero: lowest compared OMol25 entry of this formula, charge and spin): 277.2 kJ/mol
charge: +1
E_LUMO (alpha / beta): -4.0159 / -4.0176 eV
frontier orbital gap (alpha / beta): 0.2411 / 0.2410 Eh

Entry from the Open Molecules 2025 dataset: one molecule with the formula C4HF5S in a non-equilibrium geometry (ωB97M-V/def2-TZVPD).

The geometry in XYZ format:
```
11
Properties=species:S:1:pos:R:3:nbo_charge:R:1
C 0.30164 -0.67056 -0.30654 -0.41
C -0.43895 -1.22576 -1.29494 0.35
C 0.01905 0.85044 0.02494 0.56
C 0.08384 1.19905 1.48517 0.66
F -0.19087 -2.45415 -1.72359 -0.29
F -1.17903 1.20774 -0.47753 -0.32
F 0.94127 1.56533 -0.66788 -0.32
F 1.13279 0.68399 2.10995 -0.29
F -1.02061 0.99676 2.19304 -0.30
S 1.60052 -1.41383 0.47496 0.17
H -1.24967 -0.73901 -1.81757 0.19
```

Output
E_HOMO (alpha / beta): -9.58 / -9.06 eV
relative energy (zero: lowest compared OMol25 entry of this formula, charge and spin): 0.0 kJ/mol
E_LUMO (alpha / beta): -0.8056 / -2.4624 eV
frontier orbital gap (alpha / beta): 0.3225 / 0.2424 Eh

Entry from the Open Molecules 2025 dataset: C4H4Br2O as an isolated structure in a non-equilibrium geometry (ωB97M-V/def2-TZVPD).

The geometry in XYZ format:
```
11
Properties=species:S:1:pos:R:3:nbo_charge:R:1
C -0.23734 -1.80873 0.11089 -0.39
C -0.16247 -0.56959 0.70803 -0.28
C 1.12125 1.25678 -0.85984 0.52
C -0.56482 0.72257 0.14091 -0.39
O 0.90523 1.45842 -1.99767 -0.45
Br -2.10683 0.65491 -0.84328 0.14
Br -0.55516 2.06524 1.50062 0.05
H 0.02571 -2.74821 0.53348 0.21
H -0.88264 -1.98679 -0.71241 0.20
H 0.49771 -0.36825 1.62996 0.22
H 1.95937 1.32365 -0.21069 0.16
```

Output
E_HOMO: -8.73 eV
relative energy (zero: lowest compared OMol25 entry of this formula, charge and spin): 166.1 kJ/mol
E_LUMO: 0.3234 eV
frontier orbital gap: 0.3326 Eh